[1]
The following is a DFT calculation (ωB97M-V/def2-TZVPD) of an isolated ion of composition C4HO3 and charge -1 at a distorted geometry.

Positions of all 8 atoms, in Å:
C 0.4316 -0.4710 -0.3076
C 0.0553 -0.2443 0.9614
C -0.3220 0.3076 2.0312
C -0.0127 0.3052 -1.5170
O -1.0279 -0.4193 -1.7513
O -0.3238 0.6287 3.1869
O 0.3802 1.3379 -2.0088
H 0.8193 -1.4448 -0.5947

## Properties
HOMO energy (spin up / spin down)	-2.2 / -4.4	eV
expectation value of S²	2.025
electronic energy	-10303.8743	eV
2S+1	3
total charge	-1
E_LUMO (spin up / spin down)	3.94 / 2.03	eV
gap between HOMO and LUMO (spin up / spin down)	6.131 / 6.433	eV
energy relative to the best compared isomer or geometry (same formula, charge and spin)	0.000	eV

The net atomic charges from Löwdin, expressed in e, are: atom 1 (C): -0.089, atom 2 (C): -0.007, atom 3 (C): -0.264, atom 4 (C): -0.731, atom 5 (O): -0.036, atom 6 (O): 0.022, atom 7 (O): 0.013, atom 8 (H): 0.093

[2]
The following is a DFT calculation (ωB97M-V/def2-TZVPD) of C4Li2O2 as an isolated structure at a distorted geometry.

Positions of all 8 atoms, in Å:
C -1.7240 0.1626 -1.0441
C -0.7812 -0.5957 -0.6800
C 0.3917 -0.8690 -0.0880
C 1.5035 -0.6060 0.4492
O -2.3005 1.2706 -1.0862
Li -3.1717 2.1828 -1.1402
O 2.5792 -0.6623 1.0204
Li 3.5030 -0.8830 2.5689

## Properties
HOMO energy (spin up / spin down)	-11.3 / -11.1	eV
expectation value of S²	0.770
electronic energy	-8642.1078	eV
2S+1	2
total charge	+1
E_LUMO (spin up / spin down)	-3.93 / -5.02	eV
gap between HOMO and LUMO (spin up / spin down)	7.389 / 6.068	eV
energy relative to the best compared isomer or geometry (same formula, charge and spin)	0.000	eV

The net atomic charges from Löwdin, expressed in e, are: atom 1 (C): -0.143, atom 2 (C): 0.007, atom 3 (C): 0.008, atom 4 (C): -0.223, atom 5 (O): -0.128, atom 6 (Li): 0.695, atom 7 (O): -0.106, atom 8 (Li): 0.890